# 1
Formula: C5H7NO2
Source: the OMol25 dataset
Level of theory: the ωB97M-V functional and the def2-TZVPD basis

Last column: Löwdin charge in e.
Cartesian coordinates (Å):
N 1.63 0.89 -0.23  -0.0203
C 0.68 -0.09 -0.64  -0.3449
C 0.39 -1.20 0.51  -0.2027
O 0.09 -0.27 1.56  -0.0043
C -0.99 0.32 0.97  -0.1964
C -1.59 -0.52 -0.08  -0.1657
O -0.83 -1.64 -0.01  -0.0314
C -0.57 0.53 -0.47  -0.1952
H 1.40 2.01 -0.38  0.1476
H 2.81 0.89 -0.46  0.1705
H 0.78 -0.48 -1.79  0.1967
H 0.72 -2.15 1.06  0.1984
H -1.25 1.14 1.57  0.1507
H -2.62 -0.71 -0.46  0.1758
H -0.66 1.28 -1.14  0.1210

Calculated total energy = -399.777058 Ha
ΔE to the lowest compared entry with this formula, charge and spin = 494.9 kJ/mol
SMILES = N[C@H]1[C@H]2O[C@@H]3[C@H](O2)[C@H]13
Net charge = 0

=====

# 2
Formula: C12H21Br2ClF3N5O4P
Source: the OMol25 dataset
Level of theory: the ωB97M-V functional and the def2-TZVPD basis

Last column: Löwdin charge in e.
Cartesian coordinates (Å):
C 2.57 -4.37 -0.94  -0.2512
P 2.30 -2.65 -1.60  0.8948
O 1.39 -2.79 -2.98  -0.2978
C 1.26 -1.86 -0.25  -0.4256
N 1.85 -1.56 1.04  -0.0144
C 2.74 -0.37 1.16  -0.1489
C 4.17 -0.59 0.61  -0.0733
C 4.64 0.79 0.07  -0.5168
N 5.25 0.88 -1.24  0.1117
O 4.48 1.76 0.70  0.1432
C 0.69 -1.06 1.72  -0.2722
N 0.41 -1.18 2.98  0.2766
N -0.10 -0.34 0.79  0.1006
C 0.30 -0.68 -0.59  -0.7197
Cl 0.98 0.68 -1.57  0.7564
C -0.94 -1.12 -1.44  -0.1826
C -2.12 -0.09 -1.40  -0.1938
C -3.18 -0.41 -0.30  -0.7600
F -2.76 -1.39 0.54  -0.0131
Br -4.77 -1.17 -1.21  0.8566
C -3.71 0.83 0.50  -0.9408
F -4.65 1.47 -0.18  0.0424
F -4.33 0.34 1.58  0.0331
Br -2.36 2.05 1.17  0.8811
H 3.32 -4.36 -0.13  0.0463
H 3.00 -4.95 -1.77  0.0482
H 1.65 -4.83 -0.57  0.0464
H 0.78 -3.55 -2.95  0.0725
H 0.51 -2.64 -0.01  0.1277
H 2.34 0.56 0.73  0.0879
H 2.85 -0.17 2.24  0.1420
H 4.90 -0.91 1.36  0.1315
H 4.23 -1.28 -0.23  0.0607
H 4.68 0.30 -1.86  0.0759
H 6.17 0.44 -1.18  0.0989
H 0.18 -0.33 3.49  0.1614
H 0.40 -2.06 3.49  0.1627
H 0.16 0.65 0.92  0.1011
H -1.26 -2.14 -1.21  0.1262
H -0.60 -1.11 -2.48  0.0983
H -2.63 -0.22 -2.36  0.0897
H -1.77 0.95 -1.39  0.0835
C -4.86 4.87 0.79  0.0240
N -4.54 6.30 0.54  -0.4511
O -5.33 6.95 -0.12  0.0795
O -3.51 6.73 1.02  0.0599
H -5.80 4.63 0.31  0.0971
H -4.04 4.28 0.37  0.0408
H -4.92 4.73 1.86  0.1023

Calculated total energy = -7293.361174 Ha
Net charge = +1

=====

# 3
Formula: C24H21N3O6
Source: the OMol25 dataset
Level of theory: the ωB97M-V functional and the def2-TZVPD basis

Last column: Löwdin charge in e.
Cartesian coordinates (Å):
C -3.94 -2.86 2.17  -0.0867
O -4.77 -2.53 1.09  -0.0795
C -4.47 -1.42 0.35  -0.2581
C -5.34 -1.14 -0.70  0.0001
C -5.12 -0.05 -1.51  -0.0582
C -4.03 0.78 -1.29  -0.0065
C -3.17 0.50 -0.25  -0.2030
N -2.01 1.31 -0.02  0.1006
C -2.15 2.38 0.81  -0.4815
O -3.16 2.63 1.43  0.0948
N -1.01 3.14 0.99  0.1689
C 0.22 2.86 0.44  -0.1804
C 1.36 3.56 0.83  -0.0156
C 2.59 3.24 0.28  -0.0767
C 2.69 2.23 -0.67  -0.0749
C 1.56 1.54 -1.06  -0.0062
C 0.32 1.85 -0.51  -0.0749
C -0.92 1.12 -0.96  -0.3582
O -1.27 1.52 -2.25  0.0633
C -0.61 -0.40 -1.00  -0.4274
O -0.76 -1.03 -2.02  0.1035
N -0.18 -0.90 0.17  0.1068
C 0.54 -2.16 0.25  -0.1115
C 2.00 -1.89 0.00  -0.2147
C 2.53 -2.03 -1.27  -0.0413
C 3.84 -1.65 -1.57  0.0177
C 4.58 -1.13 -0.54  -0.2115
C 4.06 -0.98 0.74  -0.2024
C 2.77 -1.35 1.04  0.0506
O 5.00 -0.44 1.56  0.0379
C 6.15 -0.23 0.76  -0.1569
O 5.87 -0.67 -0.56  0.0352
C -3.38 -0.60 0.58  0.0545
H -4.37 -3.76 2.61  0.0937
H -2.92 -3.08 1.84  0.0894
H -3.91 -2.06 2.92  0.0973
H -6.18 -1.80 -0.87  0.1176
H -5.80 0.17 -2.32  0.1070
H -3.85 1.64 -1.92  0.1198
H -1.10 3.92 1.63  0.1594
H 1.28 4.35 1.56  0.1110
H 3.47 3.78 0.58  0.1045
H 3.65 1.98 -1.10  0.1033
H 1.63 0.76 -1.81  0.1257
H -1.40 0.71 -2.78  0.1055
H 0.02 -0.23 0.91  0.1512
H 0.37 -2.60 1.23  0.1241
H 0.12 -2.81 -0.52  0.1267
H 1.91 -2.42 -2.06  0.1163
H 4.25 -1.76 -2.56  0.1206
H 2.37 -1.24 2.03  0.1282
H 6.40 0.84 0.75  0.1391
H 6.99 -0.81 1.17  0.1410
H -2.69 -0.77 1.39  0.1111

Calculated total energy = -1542.925998 Ha
ΔE to the lowest compared entry with this formula, charge and spin = 0.0 kJ/mol
SMILES = COc1cccc(N2C(=O)Nc3ccccc3[C@@]2(O)C(=O)NCc2ccc3c(c2)OCO3)c1
Net charge = 0

=====

# 4
Formula: C12H28CeN4O5S
Source: the OMol25 dataset
Level of theory: the ωB97M-V functional and the def2-TZVPD basis

Last column: Löwdin charge in e.
Cartesian coordinates (Å):
Ce 11.87 -9.79 -5.60  1.7312
C 13.29 -6.70 -9.08  0.0643
N 14.34 -7.31 -8.19  -0.0463
C 15.74 -6.74 -8.23  0.0635
C 14.06 -8.18 -7.29  -0.2741
O 12.79 -8.55 -7.07  -0.1576
C 15.12 -8.84 -6.43  0.0012
O 14.32 -9.77 -5.64  -0.2351
C 15.02 -10.93 -5.13  -0.0187
C 14.10 -11.71 -4.21  -0.2793
O 12.82 -11.41 -4.45  -0.1454
N 14.60 -12.62 -3.47  -0.0710
C 13.69 -13.48 -2.70  0.0570
C 16.01 -12.90 -3.23  0.0360
H 12.44 -6.08 -8.68  0.1381
H 12.98 -7.56 -9.60  0.0948
H 13.86 -6.09 -9.81  0.1259
H 16.54 -7.50 -7.90  0.1369
H 15.74 -5.81 -7.69  0.1181
H 16.02 -6.58 -9.26  0.1123
H 15.71 -8.15 -5.81  0.1713
H 15.88 -9.39 -6.96  0.1527
H 15.81 -10.65 -4.46  0.1462
H 15.43 -11.48 -5.95  0.1686
H 12.82 -13.53 -3.37  0.1084
H 13.42 -13.02 -1.75  0.1295
H 14.17 -14.49 -2.54  0.1399
H 16.12 -13.98 -3.09  0.1177
H 16.48 -12.57 -2.26  0.1521
H 16.65 -12.56 -4.06  0.1124
C 12.22 -5.86 -4.16  0.0125
N 11.45 -6.45 -3.02  0.1080
C 11.03 -7.73 -3.00  -0.4707
N 10.53 -8.36 -1.98  0.2615
O 11.07 -8.40 -4.12  -0.1809
H 13.01 -6.63 -4.36  0.0860
H 12.65 -4.90 -4.02  0.0980
H 11.63 -5.79 -5.11  0.1089
H 11.37 -5.91 -2.18  0.1654
H 10.44 -7.93 -1.03  0.1947
H 10.10 -9.23 -2.21  0.1296
C 9.60 -12.75 -8.20  -0.1094
S 9.43 -12.16 -6.43  1.0896
C 7.80 -11.37 -6.49  -0.1764
O 10.35 -10.91 -6.41  -0.6792
H 9.24 -11.95 -8.82  0.0739
H 8.99 -13.65 -8.18  0.0939
H 10.67 -12.86 -8.26  0.0609
H 7.04 -12.17 -6.45  0.0965
H 7.73 -10.66 -7.32  0.0899
H 7.67 -10.90 -5.47  0.0965

Calculated total energy = -1941.166777 Ha
ΔE to the lowest compared entry with this formula, charge and spin = 61.5 kJ/mol
Net charge = +4

=====

# 5
Formula: C58H67N4OPZr
Source: the OMol25 dataset
Level of theory: the ωB97M-V functional and the def2-TZVPD basis

Last column: Löwdin charge in e.
Cartesian coordinates (Å):
Zr 0.41 -0.20 -1.11  1.6830
C 5.62 -2.36 1.89  -0.0863
C 5.44 -0.90 1.46  -0.1906
C 3.99 -0.49 1.42  -0.1377
C 3.25 0.12 2.43  -0.1432
C 3.78 0.63 3.75  -0.1759
C 4.77 1.80 3.62  -0.0905
C 1.93 0.19 1.98  -0.2539
C 0.82 0.61 2.85  0.0134
C -0.47 0.90 2.58  -0.1865
C -1.47 1.13 3.63  -0.1364
C -0.98 1.58 4.99  -0.1972
C -0.81 0.42 5.97  -0.0749
C -2.76 0.87 3.36  -0.1332
C -2.26 0.24 0.85  -0.2683
C -3.05 -0.02 -0.41  0.0368
C -2.70 -0.89 -1.39  -0.2266
N -1.41 -1.36 -1.69  -0.0397
C -1.49 -2.15 -2.78  -0.2220
C -0.42 -2.72 -3.44  0.0291
C 0.93 -2.60 -3.01  -0.2162
N 1.30 -2.01 -1.86  -0.0471
C 2.71 -2.06 -1.79  -0.2413
C 3.45 -1.51 -0.79  0.0674
C 3.09 -0.77 0.38  -0.2395
N 1.83 -0.33 0.72  -0.0412
C 3.18 -2.74 -2.97  -0.1235
C 2.10 -3.08 -3.72  -0.1350
C 2.07 -3.81 -5.02  -0.1968
C 1.92 -5.32 -4.84  -0.0863
C 4.62 -2.97 -3.31  -0.1836
C 5.27 -1.72 -3.92  -0.0808
C -2.90 -2.22 -3.23  -0.1184
C -3.62 -1.44 -2.41  -0.1148
C -5.09 -1.14 -2.46  -0.1901
C -5.37 0.12 -3.27  -0.0804
C -3.39 -3.06 -4.36  -0.1931
C -3.39 -4.56 -4.04  -0.0850
N -1.06 -0.58 0.82  -0.0342
C -3.86 1.03 4.38  -0.1899
C -5.06 1.85 3.91  -0.0831
H 6.68 -2.64 1.92  0.0688
H 5.11 -3.03 1.21  0.0685
H 5.20 -2.52 2.89  0.0735
H 5.91 -0.74 0.49  0.1067
H 5.98 -0.25 2.15  0.0911
H 4.24 -0.18 4.31  0.1122
H 2.95 0.97 4.36  0.0895
H 5.79 1.46 3.44  0.0575
H 4.78 2.40 4.52  0.0686
H 4.50 2.44 2.78  0.0639
H 1.10 0.65 3.89  0.0978
H -1.66 2.32 5.40  0.1072
H -0.03 2.11 4.86  0.1028
H -1.78 -0.05 6.18  0.0716
H -0.38 0.75 6.91  0.0739
H -0.17 -0.36 5.55  0.0746
H -4.08 0.31 -0.40  0.1161
H -0.61 -3.27 -4.35  0.0967
H 4.52 -1.68 -0.89  0.1107
H 2.99 -3.59 -5.58  0.1067
H 1.25 -3.43 -5.64  0.1064
H 2.74 -5.73 -4.24  0.0739
H 1.92 -5.84 -5.80  0.0702
H 0.99 -5.56 -4.32  0.0708
H 4.70 -3.80 -4.00  0.1061
H 5.17 -3.26 -2.41  0.1118
H 4.77 -1.46 -4.86  0.0769
H 6.32 -1.89 -4.13  0.0713
H 5.18 -0.86 -3.25  0.0683
H -5.47 -1.02 -1.44  0.1059
H -5.62 -1.99 -2.88  0.1080
H -4.84 0.98 -2.86  0.0729
H -6.44 0.36 -3.28  0.0709
H -5.04 0.00 -4.30  0.0758
H -2.76 -2.88 -5.24  0.1135
H -4.40 -2.74 -4.64  0.1039
H -2.40 -4.91 -3.77  0.0654
H -3.74 -5.14 -4.89  0.0710
H -4.05 -4.77 -3.19  0.0779
H -3.46 1.47 5.29  0.0964
H -4.21 0.03 4.67  0.1190
H -4.76 2.84 3.57  0.0703
H -5.77 1.97 4.72  0.0754
H -5.59 1.37 3.08  0.0635
C -2.09 3.98 1.76  -0.0331
C -0.65 4.06 2.21  -0.2755
C -0.36 4.90 3.28  -0.0481
C 0.94 5.08 3.74  -0.0753
C 1.99 4.41 3.12  -0.0740
C 1.71 3.57 2.05  -0.0852
C 0.41 3.37 1.61  -0.3377
P 0.21 2.23 0.19  1.1788
C -0.91 0.88 1.16  -0.2702
C -3.24 0.35 2.01  -0.1870
C -4.04 -0.91 2.20  -0.0653
C -3.47 -2.11 2.24  -0.0642
C -2.04 -2.42 2.11  -0.0166
C -0.97 -1.80 1.59  -0.2207
C 0.31 -2.59 1.59  -0.0241
C -0.48 3.37 -1.06  -0.3186
C -0.41 4.76 -0.94  -0.0852
C -0.51 5.56 -2.06  -0.0920
C -0.68 4.98 -3.31  -0.0874
C -0.78 3.60 -3.43  -0.0522
C -0.70 2.78 -2.31  -0.3289
C -0.93 1.32 -2.31  -0.2276
H -2.44 4.96 1.45  0.0931
H -2.72 3.64 2.58  0.0687
H -2.24 3.30 0.92  0.0662
H -1.17 5.44 3.76  0.1165
H 1.13 5.74 4.57  0.1027
H 3.00 4.55 3.46  0.0988
H 2.52 3.03 1.57  0.1012
H -3.94 1.10 1.63  0.1400
H -5.11 -0.83 2.35  0.1111
H -4.10 -2.97 2.42  0.1039
H -1.81 -3.41 2.48  0.0998
H 0.09 -3.59 1.96  0.0797
H 1.08 -2.15 2.22  0.0776
H 0.73 -2.69 0.59  0.0646
H -0.22 5.22 0.02  0.0989
H -0.44 6.64 -1.96  0.0973
H -0.74 5.60 -4.20  0.0992
H -0.95 3.15 -4.40  0.1094
H -1.02 0.89 -3.32  0.0744
H -1.90 1.20 -1.85  0.0359
C 2.11 0.91 -3.38  -0.1840
O 1.88 0.74 -2.01  -0.4738
H 1.67 0.09 -3.98  0.0749
H 3.18 0.93 -3.60  0.0724
H 1.67 1.85 -3.73  0.0716

Calculated total energy = -2933.004154 Ha
Net charge = 0

=====

Question: What is the formula in the first record?
Answer: C5H7NO2

=====

Question: Which of these has the highest calculated total energy?
Answer: C5H7NO2

=====

Question: Which formula does entry 3 have?
Answer: C24H21N3O6

=====

Question: The highest calculated total energy belongs to which entry?
Answer: C5H7NO2